[1]
Entry from OMol25: a single C17H20BrNO3S2 molecule (ωB97M-V/def2-TZVPD).

Each line ends with the Löwdin charge.
CARTESIAN COORDINATES (ANGSTROEM)
C 1.915 -2.501 -5.534  -0.07
O 2.176 -1.183 -5.113  -0.13
C 2.024 -0.861 -3.815  -0.32
C 1.592 -1.724 -2.809  0.00
C 1.473 -1.268 -1.506  -0.05
C 1.792 0.038 -1.198  -0.28
S 1.580 0.620 0.482  0.64
O 2.359 1.803 0.662  -0.27
O 1.757 -0.490 1.367  -0.28
N -0.019 1.046 0.547  -0.12
C -0.422 2.178 -0.248  -0.31
C -1.801 2.695 0.140  -0.45
S -1.881 3.292 1.862  0.87
C -2.970 2.023 2.628  -0.42
C -2.356 0.665 2.590  -0.32
C -2.828 -0.303 1.711  -0.08
C -2.214 -1.544 1.656  -0.09
C -1.135 -1.824 2.474  -0.06
C -0.653 -0.869 3.364  -0.28
C 0.533 -1.167 4.221  -0.04
C -1.271 0.370 3.405  -0.01
C 2.225 0.917 -2.174  -0.10
C 2.335 0.463 -3.471  -0.58
Br 2.911 1.617 -4.850  0.81
H 2.122 -2.510 -6.603  0.10
H 2.570 -3.218 -5.031  0.10
H 0.870 -2.775 -5.364  0.10
H 1.350 -2.750 -3.038  0.11
H 1.152 -1.924 -0.713  0.12
H -0.641 0.253 0.536  0.09
H 0.332 2.946 -0.065  0.11
H -0.429 1.939 -1.326  0.12
H -2.550 1.913 0.030  0.07
H -2.059 3.539 -0.500  0.07
H -3.929 2.059 2.111  0.08
H -3.096 2.379 3.650  0.08
H -3.684 -0.095 1.082  0.11
H -2.586 -2.295 0.973  0.10
H -0.658 -2.792 2.426  0.11
H 0.505 -2.192 4.587  0.08
H 1.429 -1.045 3.613  0.07
H 0.590 -0.485 5.065  0.08
H -0.901 1.131 4.076  0.13
H 2.485 1.928 -1.903  0.11

Atoms 1-2, force components in eV/Å:
C -0.0694 -0.2828 -0.0439
O 0.0243 0.1818 0.1429

Computed properties:
HOMO level, eV: -8.54
Orbital gap, eV: 9.0
ΔE to the lowest compared entry with this formula, charge and spin, kcal per mole: 0.0
Spin multiplicity: 1
Structure (SMILES): COc1ccc(S(=O)(=O)NCCSCc2cccc(C)c2)cc1Br

***

[2]
Entry from OMol25: a molecular structure, C5H8O2 (ωB97M-V/def2-TZVPD).

Each line ends with the Löwdin charge.
CARTESIAN COORDINATES (ANGSTROEM)
C 0.342 1.466 -1.325  -0.06
C -0.067 0.927 0.020  -0.20
C -1.167 0.104 0.238  0.04
O -0.967 -1.998 0.182  -0.13
C -0.733 -1.061 1.119  -0.41
C 0.745 -0.651 0.879  -0.17
O 1.335 -1.448 0.034  0.04
H -0.527 1.492 -1.992  0.08
H 1.086 0.810 -1.805  0.09
H 0.793 2.459 -1.248  0.07
H 0.273 1.456 0.910  0.13
H -1.989 -0.069 -0.452  0.13
H -1.073 -1.228 2.150  0.14
H 1.411 -0.145 1.573  0.14
H 0.502 -2.022 -0.237  0.11

Atoms 1-2, force components in eV/Å:
C -0.1157 0.0921 0.0081
C -0.1260 -0.0203 -0.1373

Computed properties:
HOMO level, eV: -9.09
Orbital gap, eV: 9.0
ΔE to the lowest compared entry with this formula, charge and spin, kcal per mole: 101.4
Spin multiplicity: 1

***

[3]
Entry from OMol25: a molecular structure, C35H41CsF5N6O4PS2Te (ωB97M-V/def2-TZVPD).

Each line ends with the Löwdin charge.
CARTESIAN COORDINATES (ANGSTROEM)
Cs 0.119 1.025 2.338  1.32
O -1.956 -1.155 -1.140  -0.18
N -0.938 -0.270 -1.444  0.01
C -0.871 -0.080 -2.698  -0.12
C 0.094 0.810 -3.371  -0.22
C -0.223 1.111 -4.696  -0.07
C 0.548 1.982 -5.449  -0.10
C 1.671 2.552 -4.873  -0.09
C 2.014 2.235 -3.567  -0.08
C 1.250 1.368 -2.791  -0.32
P 1.700 0.992 -1.044  1.09
C 3.302 1.881 -0.909  -0.39
C 3.220 3.206 -0.479  -0.11
C 4.364 3.974 -0.331  -0.08
C 5.611 3.419 -0.584  -0.11
C 5.705 2.095 -0.986  -0.09
C 4.557 1.331 -1.152  -0.08
C 2.319 -0.732 -1.246  -0.36
C 2.671 -1.310 -2.466  -0.09
C 3.199 -2.593 -2.519  -0.10
C 3.398 -3.314 -1.349  -0.10
C 3.040 -2.754 -0.131  -0.08
C 2.490 -1.481 -0.080  -0.10
H -2.378 -0.861 -0.264  -0.06
H -1.618 -0.560 -3.335  0.13
H -1.106 0.658 -5.133  0.10
H 0.272 2.210 -6.472  0.09
H 2.289 3.241 -5.436  0.10
H 2.900 2.684 -3.136  0.10
H 2.245 3.628 -0.255  0.06
H 4.282 4.999 0.010  0.10
H 6.508 4.010 -0.442  0.09
H 6.677 1.647 -1.155  0.10
H 4.645 0.294 -1.451  0.10
H 2.541 -0.749 -3.384  0.10
H 3.464 -3.025 -3.477  0.09
H 3.818 -4.312 -1.388  0.09
H 3.170 -3.313 0.788  0.10
H 2.165 -1.089 0.877  0.07
O -2.050 0.679 3.747  -0.26
C -2.776 1.231 2.883  -0.76
O -2.376 2.036 1.989  -0.25
C -4.274 1.014 2.937  -0.18
C -4.962 1.691 3.936  -0.06
C -6.342 1.605 4.063  -0.14
C -7.038 0.803 3.167  -0.14
C -6.357 0.108 2.183  -0.16
C -4.961 0.183 2.032  -0.67
S -4.200 -0.776 0.775  0.56
H -4.390 2.298 4.631  0.11
H -6.860 2.148 4.845  0.08
H -8.118 0.711 3.239  0.08
H -6.898 -0.530 1.494  0.07
C 0.279 -2.709 3.922  -0.07
N 0.394 -3.720 2.883  -0.17
C 1.571 -4.557 3.021  -0.09
C 0.007 -3.317 1.603  -0.46
N -0.273 -2.103 1.377  0.17
N -0.025 -4.349 0.652  -0.17
C -0.783 -5.538 1.004  -0.08
C -0.269 -3.922 -0.716  -0.07
H 0.333 -3.209 4.892  0.08
H -0.673 -2.189 3.832  0.08
H 1.084 -1.970 3.864  0.07
H 2.470 -3.950 3.197  0.08
H 1.723 -5.145 2.118  0.07
H 1.454 -5.236 3.871  0.08
H -0.694 -1.957 0.463  0.02
H -0.624 -5.793 2.048  0.07
H -0.456 -6.375 0.381  0.08
H -1.860 -5.390 0.848  0.09
H -1.314 -3.621 -0.884  0.09
H -0.028 -4.750 -1.385  0.08
H 0.377 -3.081 -0.968  0.07
S -0.340 4.298 -1.192  0.54
C -1.857 3.575 -1.435  -0.86
N -2.666 3.233 -0.441  0.03
C -3.948 2.573 -0.627  -0.16
C -3.916 1.727 -1.887  -0.17
C -3.473 2.585 -3.060  -0.19
N -2.295 3.362 -2.702  0.00
H -2.277 3.170 0.489  0.08
H -4.742 3.327 -0.692  0.12
H -4.125 1.949 0.250  0.07
H -4.901 1.296 -2.073  0.11
H -3.227 0.895 -1.733  0.08
H -4.285 3.257 -3.363  0.11
H -3.223 1.964 -3.924  0.10
H -1.600 3.562 -3.402  0.09
F 3.286 1.688 4.596  -0.40
Te 3.995 0.770 3.112  1.72
F 5.036 2.278 2.692  -0.39
F 5.404 0.412 4.296  -0.39
F 5.011 -0.253 1.905  -0.39
F 3.294 -0.841 3.807  -0.40
O 2.600 1.093 2.058  -0.94

Atoms 1-2, force components in eV/Å:
Cs -0.2747 -0.2674 -0.5579
O -0.2016 0.1438 0.3271

Computed properties:
HOMO level, eV: -1.63
Orbital gap, eV: 5.3
Total charge: -2
ΔE to the lowest compared entry with this formula, charge and spin, kcal per mole: 21.1
Spin multiplicity: 1

***

[4]
Entry from OMol25: 2 unconnected molecules or ions with the total composition C5H10O (ωB97M-V/def2-TZVPD).

Each line ends with the Löwdin charge.
CARTESIAN COORDINATES (ANGSTROEM)
C 0.874 1.325 0.878  -0.03
C -0.107 1.622 0.030  -0.25
C -0.060 1.346 -1.448  -0.12
H 0.809 1.562 1.937  0.06
H 1.777 0.822 0.542  0.06
H -1.004 2.118 0.405  0.09
H -1.039 1.038 -1.833  0.07
H 0.232 2.248 -2.000  0.07
H 0.668 0.559 -1.676  0.07
C -0.860 -1.775 0.110  -0.06
C 0.426 -1.838 0.885  -0.33
O 1.527 -1.713 0.402  0.02
H -1.523 -1.027 0.559  0.08
H -0.661 -1.519 -0.932  0.07
H -1.368 -2.745 0.166  0.08
H 0.309 -2.023 1.975  0.12

Atoms 1-2, force components in eV/Å:
C -0.1065 0.0670 -0.0895
C 0.1340 0.0108 0.1333

Computed properties:
HOMO level, eV: -9.63
Orbital gap, eV: 10.7
ΔE to the lowest compared entry with this formula, charge and spin, kcal per mole: 29.8
Spin multiplicity: 1
Structure (SMILES): C=CC.CC=O

***

[5]
Entry from OMol25: a molecular structure, C3H7N3O2 (ωB97M-V/def2-TZVPD).

Each line ends with the Löwdin charge.
CARTESIAN COORDINATES (ANGSTROEM)
C 2.106 -1.173 0.057  -0.26
C 0.355 1.797 -0.026  -0.13
C -2.596 -0.251 0.390  -0.28
H 2.660 -0.664 -0.813  0.08
H 1.570 -2.265 -0.265  0.11
H 2.598 -1.498 1.260  0.15
H 0.283 -0.850 -0.697  0.18
H 0.841 2.805 -0.341  0.14
H -1.735 0.615 -1.174  0.14
H -2.263 -0.334 1.528  0.17
N 0.910 -0.484 0.272  -0.21
N 1.339 0.906 -0.166  0.01
N -1.514 0.496 -0.179  -0.06
O -1.056 1.706 0.388  -0.07
O -3.497 -0.806 -0.235  0.04

Atoms 1-2, force components in eV/Å:
C 0.6556 -5.7805 1.6155
C 3.2325 -0.3501 -0.5945

Computed properties:
HOMO level, eV: -9.50
Orbital gap, eV: 10.0
ΔE to the lowest compared entry with this formula, charge and spin, kcal per mole: 199.5
Spin multiplicity: 1

***

[6]
Entry from OMol25: a molecular structure, C27H43ClN4PReSi (ωB97M-V/def2-TZVPD).

Each line ends with the Löwdin charge.
CARTESIAN COORDINATES (ANGSTROEM)
Re 0.215 0.458 0.954  0.94
C 1.254 4.682 -1.495  -0.03
C 1.762 3.270 -1.606  -0.25
C 2.214 2.767 -2.816  0.01
C 2.693 1.457 -2.934  -0.25
C 3.202 0.938 -4.251  -0.03
C 2.672 0.632 -1.820  -0.03
C 2.225 1.117 -0.593  -0.33
C 1.804 2.441 -0.480  -0.02
N 2.041 0.246 0.527  -0.15
C 3.206 -0.469 1.147  -0.59
C 3.251 -0.012 2.609  -0.04
C 3.007 -1.974 1.034  -0.03
C 4.530 -0.060 0.503  -0.04
H 1.875 5.368 -2.070  0.09
H 1.238 5.020 -0.460  0.08
H 0.237 4.760 -1.886  0.09
H 2.216 3.408 -3.691  0.13
H 2.891 1.575 -5.076  0.08
H 2.841 -0.074 -4.442  0.08
H 4.293 0.902 -4.248  0.09
H 2.958 -0.409 -1.921  0.13
H 1.581 2.847 0.499  0.10
H 2.305 -0.210 3.107  0.03
H 3.452 1.060 2.656  0.09
H 4.043 -0.533 3.148  0.10
H 2.044 -2.283 1.439  0.03
H 3.791 -2.492 1.590  0.10
H 3.063 -2.296 -0.008  0.09
H 4.640 1.024 0.459  0.10
H 4.677 -0.473 -0.493  0.08
H 5.333 -0.452 1.129  0.10
C 0.580 -1.805 3.863  -0.22
Si -0.468 -1.474 2.334  0.46
C -0.571 -3.113 1.393  -0.21
C -2.180 -1.056 3.018  -0.32
C -2.290 -0.277 4.174  -0.14
C -3.524 0.074 4.699  -0.07
C -4.690 -0.357 4.078  -0.07
C -4.607 -1.158 2.949  -0.07
C -3.365 -1.505 2.431  -0.12
H 0.062 -2.564 4.458  0.05
H 0.709 -0.925 4.497  0.03
H 1.569 -2.199 3.625  0.02
H -0.225 -3.930 2.032  0.04
H 0.039 -3.131 0.487  0.01
H -1.598 -3.349 1.112  0.01
H -1.395 0.053 4.692  0.09
H -3.580 0.674 5.598  0.11
H -5.655 -0.090 4.487  0.11
H -5.510 -1.526 2.478  0.11
H -3.332 -2.161 1.571  0.07
Cl -1.816 1.941 1.591  0.59
C -0.223 1.877 2.446  -0.61
H -0.411 1.587 3.474  0.00
H 0.207 2.872 2.368  0.01
C -2.243 -1.973 -3.195  -0.17
N -1.097 -1.099 -3.430  -0.14
C -1.573 0.199 -3.909  -0.17
N -2.542 0.831 -3.012  -0.14
C -3.649 -0.097 -2.784  -0.17
N -3.221 -1.399 -2.273  -0.14
C -2.695 -1.316 -0.914  -0.28
P -1.210 -0.215 -0.853  0.88
C -0.254 -0.964 -2.248  -0.28
C -1.922 1.234 -1.753  -0.31
H -1.898 -2.931 -2.803  0.13
H -2.739 -2.149 -4.150  0.13
H -2.054 0.046 -4.875  0.13
H -0.721 0.868 -4.046  0.13
H -4.158 -0.260 -3.734  0.13
H -4.358 0.350 -2.085  0.13
H -2.429 -2.313 -0.562  0.08
H -3.457 -0.915 -0.245  0.09
H 0.126 -1.943 -1.946  0.10
H 0.591 -0.326 -2.481  0.06
H -1.117 1.951 -1.944  0.09
H -2.661 1.728 -1.121  0.07

Atoms 1-2, force components in eV/Å:
Re -0.2340 0.3796 -0.4039
C 0.0084 -0.0063 -0.0196

Computed properties:
HOMO level (spin up / spin down), eV: -10.98 / -10.80
Orbital gap (spin up / spin down), eV: 7.8 / 7.0
Total charge: +1
ΔE to the lowest compared entry with this formula, charge and spin, kcal per mole: 0.0
Spin multiplicity: 2

***

Calculated largest force on an atom, 1.00, 0.34, 1.98, 0.54, 6.16, 0.60 eV/A (same order as the records).